1.
Below is a structure of composition C29H21F3O3S at a distorted geometry, with properties calculated with ωB97M-V/def2-TZVPD.

Element x y z (Å)
F 5.370 0.767 1.865
C 4.911 -0.280 2.606
F 5.392 -1.405 2.031
F 5.542 -0.246 3.816
C 3.444 -0.288 2.783
C 2.770 -1.499 2.909
C 1.396 -1.481 3.111
C 0.698 -0.252 3.232
C -0.642 -0.166 3.915
S -1.786 0.914 2.917
C -3.361 0.058 2.757
C -3.881 -0.244 1.493
C -5.142 -0.835 1.396
C -5.869 -1.139 2.551
C -5.313 -0.891 3.810
C -4.057 -0.288 3.918
O -2.027 2.031 3.828
O -1.381 1.196 1.575
C 1.407 0.958 3.010
C 2.791 0.939 2.879
H 3.267 -2.458 2.787
H 0.805 -2.396 3.222
H -1.189 -1.155 3.853
H -3.324 0.027 0.597
H -5.560 -1.039 0.411
H -6.844 -1.622 2.471
H -5.861 -1.144 4.718
H -3.645 -0.038 4.899
H 0.881 1.928 3.025
H 3.337 1.880 2.777
C 2.919 6.052 7.376
C 1.693 5.874 6.725
C 1.160 4.599 6.556
C 1.875 3.462 7.017
C 1.346 2.118 6.794
O 2.051 1.152 7.469
C 1.557 -0.153 7.495
C 0.386 -0.506 6.779
C -0.095 -1.822 7.009
C 0.577 -2.699 7.852
C 1.722 -2.285 8.531
C 2.248 -1.019 8.336
C -0.217 0.418 5.798
C 0.201 1.775 6.058
C 3.081 3.653 7.741
C 3.596 4.938 7.896
H 3.330 7.051 7.527
H 1.148 6.730 6.346
H 0.208 4.440 6.040
H -0.999 -2.114 6.465
H 0.170 -3.693 8.013
H 2.233 -2.969 9.194
H 3.145 -0.668 8.833
H -1.332 0.289 5.692
H -0.271 2.573 5.466
H 3.628 2.785 8.125
H 4.535 5.054 8.431

Atoms 1-2, force components in eV/Å:
-0.3 -0.6 0.6
1.4 -0.3 0.2

E	-55541.460	eV
orbital gap	7.291	eV
net charge	0

Here are the Mulliken charges for atoms 1 to 2, given in e: F -0.271; C 0.932

2.
Below is a structure of composition C29H21MgN5O10, with properties calculated with ωB97M-V/def2-TZVPD.

Element x y z (Å)
Mg -1.416 0.949 -0.546
O -2.660 -0.387 -1.223
C -2.614 -1.671 -1.174
C -3.438 -2.464 -2.010
C -3.317 -3.829 -2.015
C -2.410 -4.499 -1.179
C -1.618 -3.766 -0.336
C -1.727 -2.362 -0.294
C -1.132 -1.554 0.723
N -0.014 -1.636 1.378
C 0.049 -0.788 2.579
C -0.026 0.742 2.358
N 0.148 1.188 0.981
C 0.954 2.163 0.804
C 1.338 2.764 -0.463
C 2.289 3.792 -0.418
C 2.828 4.342 -1.559
C 2.430 3.813 -2.797
C 1.503 2.805 -2.881
C 0.875 2.275 -1.720
O -0.071 1.423 -1.831
H -4.125 -1.951 -2.671
H -3.937 -4.409 -2.691
H -2.327 -5.576 -1.207
H -0.933 -4.255 0.338
H -1.795 -0.768 1.098
H 0.962 -1.048 3.104
H -0.775 -1.084 3.229
H 0.731 1.197 3.005
H -1.011 1.087 2.678
H 1.466 2.584 1.677
H 2.610 4.146 0.557
H 3.557 5.139 -1.503
H 2.878 4.196 -3.708
H 1.209 2.378 -3.830
O -3.351 3.275 2.223
C -2.887 2.728 1.226
O -2.662 1.499 1.032
C -2.508 3.627 0.044
C -2.358 4.999 0.199
C -1.969 5.747 -0.894
C -1.768 5.109 -2.112
C -1.947 3.741 -2.175
N -2.300 3.007 -1.119
H -2.541 5.427 1.174
H -1.808 6.815 -0.804
H -1.448 5.653 -2.990
H -1.770 3.191 -3.091
O 0.862 -4.024 -2.281
C 0.951 -3.008 -1.568
O 0.674 -1.818 -1.840
C 1.352 -3.233 -0.103
C 1.732 -4.439 0.356
C 2.296 -4.582 1.669
C 2.721 -3.465 2.351
C 2.382 -2.217 1.858
C 1.398 -2.036 0.777
N 3.043 -1.077 2.382
O 3.843 -1.199 3.313
O 2.781 0.026 1.883
N 2.639 -5.869 2.180
O 3.135 -5.956 3.304
O 2.418 -6.855 1.481
H 1.663 -5.286 -0.311
H 3.349 -3.554 3.224
H 1.596 -1.163 0.155

Atoms 1-2, force components in eV/Å:
-0.6 0.2 0.0
0.2 -0.1 0.1

E	-63785.011	eV
orbital gap	6.589	eV
net charge	-2

Here are the Mulliken charges for atoms 1 to 2, given in e: Mg 1.967; O -0.792

3.
Below is a structure of composition C29H22BrClMoN2O5, with properties calculated with ωB97M-V/def2-TZVPD.

Element x y z (Å)
Mo -0.123 0.411 -0.779
C -4.134 0.265 0.838
O -4.304 1.602 0.361
C -3.385 2.530 0.706
C -3.815 3.690 1.352
C -2.922 4.695 1.683
C -1.572 4.555 1.383
C -1.123 3.420 0.723
C 0.289 3.260 0.464
N 0.824 2.233 -0.100
N 2.213 2.231 -0.155
C 2.646 1.095 -0.539
O 1.704 0.123 -0.833
C 4.039 0.754 -0.735
C 5.023 1.735 -0.576
C 6.349 1.409 -0.765
C 6.705 0.108 -1.109
C 5.733 -0.870 -1.264
C 4.400 -0.552 -1.077
C -2.041 2.419 0.377
O -1.586 1.350 -0.335
H -5.049 -0.257 0.575
H -4.009 0.260 1.922
H -3.285 -0.235 0.366
H -4.868 3.769 1.584
H -3.276 5.583 2.186
H -0.865 5.326 1.660
H 0.970 4.037 0.803
H 4.733 2.742 -0.309
H 7.112 2.166 -0.645
H 7.747 -0.144 -1.256
H 6.015 -1.880 -1.526
H 3.640 -1.315 -1.185
Cl -3.258 1.050 -2.844
C -2.273 -0.339 -2.754
C -2.858 -1.586 -2.676
C -2.073 -2.735 -2.714
C -0.687 -2.666 -2.852
C -0.087 -1.431 -2.906
C -0.849 -0.226 -2.829
C -0.113 1.027 -2.797
H -3.937 -1.659 -2.629
H -2.556 -3.702 -2.667
H -0.099 -3.570 -2.925
H 0.987 -1.343 -3.014
H 0.877 0.962 -3.236
H -0.620 1.967 -2.980
Br -1.391 -6.306 1.840
C -0.859 -4.611 2.463
C -0.572 -4.431 3.813
C -0.177 -3.185 4.286
C -0.069 -2.117 3.417
C -0.360 -2.309 2.062
C -0.758 -3.559 1.578
C -0.251 -1.190 1.164
O 0.108 -0.025 1.421
O -0.560 -1.367 -0.141
H -0.656 -5.269 4.492
H 0.044 -3.060 5.337
H 0.239 -1.140 3.764
H -0.976 -3.694 0.529

Atoms 1-2, force components in eV/Å:
0.0 0.1 0.8
0.0 0.0 0.1

E	-128053.691	eV
orbital gap	5.703	eV
energy relative to the best compared isomer or geometry (same formula, charge and spin)	0.0	kJ/mol
net charge	+2

Here are the Mulliken charges for atoms 1 to 2, given in e: Mo -0.311; C -0.502

4.
Below is a structure of composition C29H22BrN5O2Pd at a distorted geometry, with properties calculated with ωB97M-V/def2-TZVPD.

Element x y z (Å)
Pd 0.570 -0.683 1.918
C 0.519 -1.186 6.230
C 0.890 0.084 6.631
C 1.266 1.026 5.675
C 1.231 0.681 4.339
N 0.831 -0.566 3.954
C 0.503 -1.473 4.869
C 1.575 1.587 3.228
C 2.084 2.884 3.303
C 2.318 3.581 2.129
C 2.059 2.995 0.886
C 1.559 1.707 0.859
N 1.342 1.060 2.020
C 1.146 0.910 -0.333
C 1.577 1.254 -1.640
C 1.452 0.477 -2.825
C 0.963 -1.702 -2.919
C 0.718 -2.172 -1.477
N 0.426 -0.150 0.007
H 0.244 -1.949 6.945
H 0.885 0.348 7.681
H 1.568 2.019 5.979
H 0.230 -2.461 4.518
H 2.293 3.348 4.258
H 2.700 4.593 2.171
H 2.236 3.547 -0.027
H 2.177 2.155 -1.731
H 1.733 1.080 -3.685
H 0.850 -2.475 -3.674
H 0.291 -3.173 -1.399
C 3.559 -2.898 0.859
O 2.214 -2.650 0.378
C 2.090 -2.124 -0.838
C 2.974 -1.446 -1.591
C 2.324 -0.980 -2.833
Br 3.491 -1.066 -4.369
C 0.166 -0.389 -3.094
C -0.881 -0.412 -2.047
C -0.285 -1.111 -0.847
O -1.175 -1.692 0.078
C -2.148 0.012 -2.275
N -2.499 0.503 -3.514
C -3.783 0.727 -3.489
C -4.669 1.154 -4.519
C -5.974 1.358 -4.197
C -6.467 1.066 -2.885
C -5.641 0.654 -1.849
C -4.314 0.421 -2.148
N -3.263 -0.029 -1.434
H 4.130 -3.450 0.114
H 3.455 -3.507 1.751
H 4.068 -1.962 1.094
H 4.019 -1.266 -1.374
H -0.229 -0.173 -4.084
H -1.586 -2.493 -0.281
H -4.323 1.213 -5.543
H -6.656 1.735 -4.948
H -7.528 1.180 -2.694
H -6.020 0.607 -0.836
H -3.288 -0.327 -0.471

Atoms 1-2, force components in eV/Å:
-0.3 0.1 1.0
0.1 0.2 -0.1

E	-115453.828	eV
orbital gap (alpha / beta)	4.516 / 4.498	eV
energy relative to the best compared isomer or geometry (same formula, charge and spin)	409.5	kJ/mol
net charge	+4

Here are the Mulliken charges for atoms 1 to 2, given in e: Pd 1.129; C -0.734

5.
Below is a structure of composition C29H22Cl2F5N5O2S2Ta at a distorted geometry, with properties calculated with ωB97M-V/def2-TZVPD.

Element x y z (Å)
Ta -0.501 -0.680 -0.192
Cl 3.533 1.640 5.892
C 2.511 1.218 4.548
C 2.645 -0.087 3.962
C 1.803 -0.387 2.843
Cl 2.032 -1.796 1.816
C 0.780 0.513 2.455
O 0.030 0.186 1.338
C 0.529 1.722 3.164
C -0.697 2.507 2.950
O -0.769 3.728 2.878
C 1.475 2.060 4.173
H 3.421 -0.737 4.319
H -1.579 1.837 2.810
H 1.233 2.934 4.761
N 2.865 -1.607 -2.860
C 3.534 -0.461 -2.299
C 4.877 -0.053 -2.435
C 5.406 0.755 -1.414
C 4.627 1.170 -0.361
C 3.287 0.737 -0.191
C 2.697 0.006 -1.232
N 1.545 -0.807 -1.201
C 1.735 -1.768 -2.191
C 0.671 -2.692 -2.212
C 0.525 -3.966 -2.681
S -1.046 -4.675 -2.319
C -1.501 -3.173 -1.687
N -0.602 -2.221 -1.604
H 3.243 -2.239 -3.541
H 5.544 -0.436 -3.240
H 6.445 1.056 -1.352
H 5.122 1.774 0.399
H 2.678 1.093 0.596
H 1.229 -4.539 -3.349
H -2.482 -3.139 -1.228
F -3.555 -4.635 5.262
C -3.294 -3.866 4.167
C -2.028 -3.565 3.681
F -0.893 -4.043 4.267
C -1.860 -2.718 2.682
F -0.557 -2.571 2.306
C -2.868 -2.190 1.981
S -2.686 -0.926 0.694
C -4.119 -2.666 2.281
F -5.179 -2.339 1.461
C -4.385 -3.466 3.388
F -5.659 -3.843 3.674
C -2.494 1.070 -2.375
C -2.754 2.344 -3.308
N -1.724 3.366 -3.131
C -1.649 3.825 -1.762
C -1.480 2.578 -0.722
N -1.234 1.265 -1.500
C -0.109 1.551 -2.516
C -0.454 2.757 -3.456
H -2.460 0.130 -2.941
H -3.343 1.032 -1.675
H -3.735 2.730 -3.022
H -2.740 2.166 -4.384
H -2.517 4.421 -1.536
H -0.828 4.547 -1.772
H -2.363 2.394 -0.105
H -0.612 2.782 -0.029
H 0.033 0.662 -3.094
H 0.820 1.689 -1.965
H -0.433 2.472 -4.499
H 0.313 3.573 -3.366

Atoms 1-2, force components in eV/Å:
-0.1 3.8 0.3
-0.5 -0.2 -0.8

E	-103800.899	eV
orbital gap (alpha / beta)	5.080 / 5.081	eV
energy relative to the best compared isomer or geometry (same formula, charge and spin)	0.0	kJ/mol
net charge	+3

Here are the Mulliken charges for atoms 1 to 2, given in e: Ta 1.071; Cl -0.112

6.
Below is a structure of composition C29H22CrF6I2N7O2, with properties calculated with ωB97M-V/def2-TZVPD.

Element x y z (Å)
Cr 0.213 -0.301 -0.227
N 0.413 -3.245 1.126
C -0.816 -2.643 1.328
C -1.699 -3.233 2.238
C -2.940 -2.673 2.421
C -3.305 -1.549 1.683
C -2.380 -1.014 0.829
N -1.142 -1.531 0.672
C 1.298 -3.131 0.066
C 2.243 -4.146 -0.119
C 3.127 -4.046 -1.165
C 3.050 -2.955 -2.030
C 2.091 -2.007 -1.780
N 1.241 -2.081 -0.742
H 0.572 -4.052 1.707
H -1.399 -4.119 2.780
H -3.629 -3.109 3.131
H -4.275 -1.088 1.790
H -2.591 -0.136 0.233
H 2.267 -4.991 0.556
H 3.871 -4.816 -1.318
H 3.725 -2.844 -2.865
H 1.972 -1.133 -2.408
O 1.513 -0.562 1.315
N 1.539 -0.023 2.496
C 2.714 0.056 3.044
C 3.883 -0.437 2.367
N 4.803 -0.846 1.813
C 2.837 0.638 4.348
N 2.955 1.112 5.387
I -0.747 0.455 3.738
I -3.187 0.768 4.860
C -0.406 -0.631 -4.320
C -1.234 -0.662 -3.031
O -0.503 -0.199 -1.977
C -2.467 0.257 -3.221
F -3.336 -0.231 -4.126
F -2.079 1.461 -3.656
F -3.143 0.435 -2.078
C -1.720 -2.118 -2.822
F -2.642 -2.232 -1.852
F -0.686 -2.906 -2.473
F -2.251 -2.651 -3.932
H 0.044 0.355 -4.403
H -1.012 -0.831 -5.202
H 0.382 -1.380 -4.256
C -3.069 4.080 -0.990
C -3.178 3.239 0.107
C -2.120 2.413 0.462
C -0.946 2.413 -0.285
C -0.837 3.266 -1.378
C -1.891 4.094 -1.727
N 0.153 1.576 0.073
C 1.196 2.247 0.763
C 2.523 2.010 0.407
C 3.565 2.565 1.134
C 3.300 3.398 2.212
C 1.980 3.676 2.546
C 0.937 3.111 1.830
H -3.893 4.723 -1.268
H -4.084 3.231 0.700
H -2.185 1.783 1.342
H 0.081 3.262 -1.953
H -1.798 4.747 -2.585
H 2.733 1.369 -0.443
H 4.588 2.345 0.853
H 4.111 3.830 2.783
H 1.760 4.325 3.383
H -0.088 3.317 2.108

Atoms 1-2, force components in eV/Å:
0.2 0.1 0.3
0.0 0.0 0.0

2S+1	4
E	-105885.377	eV
orbital gap (alpha / beta)	7.108 / 7.313	eV
energy relative to the best compared isomer or geometry (same formula, charge and spin)	0.0	kJ/mol
net charge	0

Here are the Mulliken charges for atoms 1 to 2, given in e: Cr -0.268; N 0.232

7.
Below is a structure of composition C29H23BiF6N4O9PS3 at a distorted geometry, with properties calculated with ωB97M-V/def2-TZVPD.

Element x y z (Å)
Bi 0.069 0.398 -0.141
C -0.998 -1.558 4.208
C -0.471 -1.989 2.879
C 0.897 -1.935 2.611
C 1.400 -2.384 1.406
C 0.545 -2.904 0.443
C -0.820 -2.932 0.685
C -1.322 -2.469 1.889
H -0.691 -2.262 4.982
H -2.084 -1.504 4.195
H -0.601 -0.575 4.449
H 1.562 -1.548 3.367
H 2.460 -2.355 1.208
H 0.944 -3.294 -0.477
H -1.490 -3.340 -0.058
H -2.388 -2.509 2.077
O -0.958 3.117 3.093
S -0.198 2.244 2.262
O -0.200 0.833 2.602
O -0.669 2.301 0.793
C 1.526 2.705 2.286
C 2.102 2.980 3.515
C 3.480 3.088 3.627
C 4.280 2.894 2.510
C 3.708 2.639 1.277
C 2.326 2.535 1.164
S 0.840 3.676 -0.531
O 0.726 3.231 -2.101
O 1.789 4.741 -0.539
O 1.772 2.289 -0.059
H 1.453 3.106 4.368
H 3.931 3.292 4.585
H 5.355 2.936 2.598
H 4.299 2.493 0.387
N -0.507 1.273 -1.914
C -0.148 2.291 -2.533
C -0.730 2.649 -3.851
C -1.850 3.471 -3.860
C -2.382 3.891 -5.066
C -1.802 3.485 -6.258
C -0.686 2.662 -6.243
C -0.147 2.237 -5.039
H -2.285 3.775 -2.920
H -3.241 4.547 -5.079
H -2.217 3.814 -7.200
H -0.226 2.359 -7.172
H 0.720 1.601 -5.001
F 0.714 -1.263 -2.092
P 2.312 -0.982 -2.617
F 1.771 0.326 -3.379
F 2.752 -2.260 -1.749
F 3.808 -0.680 -3.044
F 2.008 -1.889 -3.891
F 2.501 -0.067 -1.244
O -8.811 -1.852 1.727
S -9.451 -1.192 0.616
O -10.698 -1.731 0.164
O -9.262 0.234 0.491
C -8.212 -1.696 -0.725
N -8.657 -2.348 -1.755
C -7.746 -2.665 -2.668
C -6.414 -2.307 -2.512
C -6.060 -1.603 -1.356
N -7.007 -1.307 -0.460
C -4.694 -1.150 -1.048
C -3.609 -1.471 -1.865
C -2.350 -1.022 -1.523
N -2.136 -0.307 -0.423
C -3.151 0.019 0.369
C -4.448 -0.375 0.090
H -8.104 -3.211 -3.529
H -5.694 -2.567 -3.268
H -3.726 -2.067 -2.754
H -1.492 -1.231 -2.141
H -2.902 0.611 1.238
H -5.271 -0.103 0.733

Atoms 1-2, force components in eV/Å:
0.8 -1.3 0.3
0.1 0.1 0.1

2S+1	2
E	-118775.234	eV
orbital gap (alpha / beta)	7.552 / 3.790	eV
energy relative to the best compared isomer or geometry (same formula, charge and spin)	225.9	kJ/mol
net charge	0

Here are the Mulliken charges for atoms 1 to 2, given in e: Bi 2.127; C -1.481